*w*
13
Properties=species:S:1:pos:R:3 method="wB97M-V/def2-TZVPD" total_charge=+1 homo_lumo_gap_ev="7.6335 / 6.7508"
C 0.8752 -0.6268 0.8258
C 0.9914 -0.3887 -0.7404
C -1.4331 -0.3102 -0.3746
C -0.4650 0.0261 0.7488
N -0.2069 0.5152 -0.6995
I -1.1934 3.1596 2.2675
H 0.7802 -1.7276 0.9778
H 1.6186 -0.2484 1.4330
H 1.9896 0.1895 -0.9400
H 0.9562 -1.1460 -1.4315
H -1.2806 -1.3109 -0.7884
H -2.3664 0.3427 -0.4230
H -0.2658 1.5255 -0.8554



*x*
13
Properties=species:S:1:pos:R:3 method="wB97M-V/def2-TZVPD" total_charge=+1 homo_lumo_gap_ev=9.7407
C -0.3993 0.4856 -1.3643
C 0.6188 -0.6365 -0.8817
C 0.3874 0.5959 1.2406
C -0.8580 0.1238 0.5283
N 0.3422 -0.7034 0.5051
I -2.6833 -0.2814 1.4554
H 0.0038 1.4973 -1.4736
H -1.3992 0.2028 -1.7626
H 0.4100 -1.5905 -1.4185
H 1.7281 -0.3728 -1.0636
H 0.9760 1.4099 0.8787
H 0.3041 0.6899 2.2351
H 0.5692 -1.4206 1.1212



Q: Which of them is the least stable? A: *w*.



*w*
13
Properties=species:S:1:pos:R:3 method="wB97M-V/def2-TZVPD" total_charge=+1 smiles="CC1=C(I)[C@@H]1[NH3+]" homo_lumo_gap_ev=9.6913
C 1.5983 1.0722 -0.4756
C 0.4559 0.2448 -0.9344
C -0.5683 0.1536 -1.8473
I -1.7834 0.8626 -3.3659
C -0.6197 -0.7248 -0.7283
N -1.6960 -0.5018 0.4238
H 1.7489 0.9362 0.5044
H 1.2911 2.0997 -0.5754
H 2.5310 0.9233 -1.0716
H -0.3032 -1.7499 -0.6513
H -2.0015 0.5109 0.1739
H -1.4263 -0.7596 1.3819
H -2.2912 -1.2198 0.0921



*x*
13
Properties=species:S:1:pos:R:3 method="wB97M-V/def2-TZVPD" total_charge=+1 smiles="C=[NH+]C/C=C/I" homo_lumo_gap_ev=7.2704
C -1.1983 1.5696 0.0337
N -1.4624 0.2977 0.0121
C -0.5730 -0.9166 0.1319
C 0.8656 -0.5495 0.4655
C 1.8506 -0.5053 -0.4240
I 3.8252 0.0543 -0.0390
H -0.3719 1.9900 0.3651
H -1.9112 2.2863 -0.3983
H -2.2973 -0.0957 -0.2467
H -0.6646 -1.2459 -0.8447
H -1.0574 -1.6923 0.8040
H 1.2150 -0.2228 1.5120
H 1.7797 -0.9699 -1.3716



Q: Which of them is the least stable? A: *w*.



*w*
16
Properties=species:S:1:pos:R:3 method="wB97M-V/def2-TZVPD" total_charge=+1 homo_lumo_gap_ev=8.7009
C -0.0986 1.6901 -0.4433
C 1.0663 -0.3370 -0.2463
C 1.1131 1.0994 -0.3654
N -1.2399 1.0537 -0.3900
N -0.0904 -0.9408 -0.1838
N 2.2331 -0.9262 -0.3571
N -2.2825 -0.9116 -0.1164
N -1.1527 -0.1827 -0.0970
H -0.3332 2.7353 -0.5730
H 2.0009 1.6356 -0.0543
H -0.3914 -0.2046 2.3655
H 2.9909 -0.2179 -0.5693
H 2.3359 -2.0006 -0.4248
H -3.1295 -0.5332 -0.3589
H -2.3914 -1.8191 0.1997
H -0.6306 -0.1405 1.6144



*x*
16
Properties=species:S:1:pos:R:3 method="wB97M-V/def2-TZVPD" total_charge=+1 homo_lumo_gap_ev=9.4491
C 0.4871 -2.1147 0.3359
C 0.8463 0.4608 -1.8948
C -0.3699 -1.6085 1.0031
N -1.5846 -1.2422 1.5404
N 1.3769 1.0419 -0.9187
N -2.1881 -0.1422 1.3839
N -1.5351 0.7450 0.7614
N 0.9884 1.1159 0.3002
H -0.0761 -0.1462 -1.8783
H 1.4138 0.3337 -2.8208
H -1.8641 -1.8725 2.2727
H 2.2121 1.5547 -1.1705
H -2.0614 1.5569 0.3969
H -0.0220 0.7646 0.4742
H 1.1287 -2.3932 -0.5357
H 1.2481 1.9460 0.7501



Q: Which of them is the least stable? A: *x*.



*w*
55
Properties=species:S:1:pos:R:3 method="wB97M-V/def2-TZVPD" homo_lumo_gap_ev=10.3301
C 0.1557 -2.8030 -1.3269
C 0.2742 -1.8197 -0.1583
C 0.3221 -0.3855 -0.7052
C 1.2274 0.6654 -0.1425
C 3.1377 2.0744 -0.3601
N 2.2095 1.0518 -0.8335
N 1.4410 -2.1554 0.7015
H 0.9448 -2.5674 -2.0350
H -0.8426 -2.7167 -1.7550
H 0.2774 -3.8346 -0.9838
H -0.5989 -1.8759 0.4716
H 0.3784 -0.3958 -1.7913
H -0.7034 0.0078 -0.6423
H 0.8980 1.1486 0.7836
H -1.7389 2.2419 -2.5045
H 4.0337 1.9633 -0.9739
H 3.4754 1.8722 0.6559
H 1.9380 -2.9337 0.2884
H 2.0745 -1.3661 0.6945
H -0.3475 0.1688 -4.0121
H -1.7207 -0.1182 -4.5786
O -1.1702 -0.3299 -3.8112
H -1.2544 -0.8949 2.5501
H -2.0621 -0.4022 1.2861
O -2.1265 -0.6424 2.2139
H -2.4578 1.8503 0.8759
H -3.6765 1.6774 -0.0030
O -2.7326 1.4766 0.0236
H 1.7153 0.3160 3.9585
H 0.4781 -0.2831 3.4178
O 0.9791 0.5622 3.3843
H 0.0408 2.2603 3.6701
H 0.6195 3.3429 2.7163
O 0.0698 3.2147 3.4942
H 0.3663 1.8527 -2.6982
H 1.7328 1.1762 -2.9011
O 0.9368 1.4558 -3.3834
H -1.6329 -3.4795 0.2098
H -2.8970 -3.1302 0.7948
O -2.2159 -3.8067 0.9015
H 0.5678 -2.3654 2.2588
H 0.4399 -2.9265 3.6144
O 0.3556 -2.0578 3.1950
H 3.0796 -1.9550 -1.2075
H 3.7133 -0.6265 -1.4346
O 3.9517 -1.5529 -1.2637
H -1.3335 3.0126 -1.2922
H -1.5683 4.3432 0.8392
O -1.0917 2.9051 -2.2241
H 2.7719 3.0798 -0.4908
H -1.1414 3.5203 2.1771
O -1.4674 3.4835 1.2529
H -3.0700 -0.4529 -0.6048
H -3.3842 -1.4717 -1.6393
O -3.3713 -1.3742 -0.6732



*x*
55
Properties=species:S:1:pos:R:3 method="wB97M-V/def2-TZVPD" smiles=NCCCCNCO.O.O.O.O.O.O.O.O.O.O.O homo_lumo_gap_ev=9.0067
N 2.3495 2.8700 -0.3053
C 1.7108 2.3347 0.8848
C 0.4695 1.4700 0.6352
C -0.7305 2.2952 0.1911
C -1.9489 1.5190 -0.4023
N -1.9281 0.0494 -0.4122
C -2.6760 -0.6536 0.6056
O -1.9188 -1.1899 1.7059
H 1.7994 3.6066 -0.7354
H 2.5498 2.1294 -0.9757
H 2.4507 1.7543 1.4215
H 1.4371 3.1602 1.5352
H 0.7304 0.7515 -0.1429
H 0.2397 0.8864 1.5220
H -0.4017 2.9986 -0.5736
H -1.0911 2.9208 1.0159
H -2.0499 1.8488 -1.4281
H -2.8515 1.8351 0.1066
H -0.9945 -0.2983 -0.5179
H -3.1863 -1.5018 0.1434
H -3.4118 -0.0153 1.0639
H -1.3993 -1.9401 1.3640
O 0.0466 -1.3146 -3.9899
H 0.8561 -0.8733 -3.6801
H -0.2240 -1.9402 -3.3047
O -1.0978 -2.8776 -2.0609
H -1.8168 -2.2450 -1.8589
H -0.8438 -3.2088 -1.1740
O 2.2961 -1.1125 3.3282
H 1.3384 -1.0395 3.5609
H 2.7927 -0.8719 4.1122
O 2.1364 0.5995 -2.3151
H 1.6677 -0.0139 -1.7179
H 1.5388 1.3223 -2.5610
O 1.2526 -1.5755 -0.7435
H 2.0795 -1.5717 -0.1712
H 1.4013 -2.1936 -1.4575
O 3.2997 -1.5114 0.8377
H 3.8405 -0.7521 0.6535
H 2.9831 -1.3941 1.7649
O -1.8391 0.6224 -3.4830
H -2.1061 0.3295 -2.5976
H -1.2682 -0.1074 -3.8361
O 0.2182 2.3928 -3.0764
H -0.5413 1.8027 -3.3296
H -0.1420 3.2772 -2.9868
O -0.3139 -0.8341 4.0688
H -0.7437 -0.0125 4.4001
H -0.8725 -1.0532 3.2824
O -0.3576 -3.1566 0.6455
H 0.3608 -2.5560 0.3214
H 0.0647 -3.7617 1.2479
O -1.8472 1.5416 4.1269
H -1.3363 2.3382 3.9441
H -2.0799 1.2073 3.2535



Q: Which of them is the least stable? A: *w*.



*w*
18
Properties=species:S:1:pos:R:3 method="wB97M-V/def2-TZVPD" total_charge=-1 smiles="C=CCCCC[O-]" homo_lumo_gap_ev=6.0308
C 0.0384 -1.4773 2.5174
C -0.1558 -1.5698 1.1968
C 0.8028 -1.2752 0.0952
C 0.3106 -0.1975 -0.9001
C -0.0090 1.1666 -0.3160
C -0.7375 2.0624 -1.5224
O -0.6093 3.3393 -1.4034
H 1.0205 -1.0910 2.7757
H -0.7764 -1.4384 3.2202
H -1.1799 -1.7397 0.8610
H 0.9825 -2.1858 -0.4970
H 1.7557 -0.9717 0.5296
H -0.6616 -0.5089 -1.3123
H 1.0816 -0.1742 -1.6654
H 0.9247 1.7074 -0.1262
H -0.7153 1.2215 0.5059
H -0.2936 1.5581 -2.4558
H -1.7783 1.5743 -1.5032



*x*
18
Properties=species:S:1:pos:R:3 method="wB97M-V/def2-TZVPD" total_charge=-1 homo_lumo_gap_ev=4.3681
C 3.3476 -0.7269 -0.7200
O 4.5953 -0.4424 -0.6055
C 2.2258 0.0631 -0.0287
C -1.6441 1.6281 0.2114
C -2.0271 0.4659 0.6578
C -2.0890 -0.3884 1.6852
C -2.7538 0.3741 -0.6490
H 3.0147 -0.9031 -1.7173
H 3.2888 -1.9191 -0.3093
H 2.3148 1.1319 -0.2382
H 1.1703 -0.3223 -0.0691
H -0.8028 1.7059 -0.4793
H 2.4016 -0.0394 1.0562
H -2.7154 -1.2685 1.7388
H -1.4221 -0.1685 2.5318
H -3.5304 1.1222 -0.8067
H -2.1836 0.3406 -1.5420
H -3.1905 -0.6534 -0.7161



*y*
18
Properties=species:S:1:pos:R:3 method="wB97M-V/def2-TZVPD" total_charge=-1 smiles="C/C=C/CCC[O-]" homo_lumo_gap_ev=6.0260
C -1.4128 -2.6789 -0.6086
C -0.6737 -1.3840 -0.7238
C -0.0028 -0.6543 0.1789
C 1.2032 0.2108 -0.1781
C 0.8364 1.6983 -0.1727
C 0.1567 2.3047 1.1561
O -0.8341 3.1047 0.9640
H -1.4616 -3.1082 -1.6005
H -0.8877 -3.3568 0.0610
H -2.4459 -2.5985 -0.2036
H -1.0449 -0.8146 -1.6260
H -0.1900 -0.7590 1.2490
H 2.0102 -0.0856 0.5089
H 1.7404 -0.1214 -1.0893
H 1.7454 2.2192 -0.5339
H -0.0210 1.8681 -0.8475
H 1.1572 2.8039 1.7047
H 0.1248 1.3517 1.7616



Q: Which of them is the least stable? A: *x*.



*w*
19
Properties=species:S:1:pos:R:3 method="wB97M-V/def2-TZVPD" total_charge=+1 smiles=C[C@@H]([NH3+])c1cc[nH]c1F homo_lumo_gap_ev=8.0197
C -1.8657 -0.1395 0.7456
C -0.4845 0.3082 1.0257
N 0.0417 -0.8117 2.0007
C 0.2389 0.4229 -0.2346
C 0.4558 1.5140 -1.0728
C 1.2063 1.1238 -2.1883
N 1.4801 -0.1743 -2.1265
C 0.8326 -0.8735 -1.2313
F 1.0907 -2.0960 -0.9071
H -1.9688 -1.1576 0.3221
H -2.6563 -0.2908 1.5830
H -2.2999 0.5481 0.1344
H -0.5258 1.1258 1.6729
H -0.5319 -0.9212 2.8220
H 1.0286 -0.7750 2.3425
H 0.1157 -1.6485 1.4457
H 0.0993 2.5366 -0.7573
H 1.5807 1.8839 -2.8023
H 2.1623 -0.5752 -2.7745



*x*
19
Properties=species:S:1:pos:R:3 method="wB97M-V/def2-TZVPD" total_charge=+1 smiles=FCCCc1c[nH]c[nH+]1 homo_lumo_gap_ev=11.1148
F 3.4683 -0.6868 0.2315
C 2.1787 -0.6110 -0.2502
C 1.6548 0.8276 -0.0365
C 0.5161 0.7942 1.0472
C -0.7065 0.1734 0.4042
C -1.2202 -1.0469 0.6225
N -2.3052 -1.0925 -0.2675
C -2.4079 0.0112 -0.9419
N -1.4327 0.8414 -0.5598
H 1.5357 -1.3780 0.1977
H 2.1935 -0.8278 -1.3281
H 2.4402 1.5405 0.2152
H 1.1634 1.1364 -0.9694
H 0.2755 1.7927 1.4306
H 0.8152 0.1841 1.9057
H -0.8832 -1.8260 1.2862
H -2.9332 -1.8791 -0.3735
H -3.1174 0.2750 -1.7152
H -1.2352 1.7717 -0.8987



Q: Which of them is the least stable? A: *w*.



*w*
16
Properties=species:S:1:pos:R:3 method="wB97M-V/def2-TZVPD" total_charge=-1 homo_lumo_gap_ev=6.4167
C -2.0089 1.0970 -0.9888
S -2.8311 0.1180 0.3062
C -1.5045 -1.0778 0.6170
H -1.9573 0.5444 -1.9232
H -0.9957 1.3115 -0.6427
H -2.5704 2.0214 -1.1143
H -1.7036 -1.5948 1.5549
H -1.3825 -1.7738 -0.2091
H -0.5826 -0.4911 0.7198
N 2.8922 0.1899 0.8995
C 1.9743 -0.3744 -0.1487
O 0.9274 0.3934 -0.4530
H 3.1892 1.0849 0.5158
H 2.2416 0.4943 1.6267
H 2.6339 -0.5729 -1.0224
H 1.6778 -1.3701 0.2623



*x*
16
Properties=species:S:1:pos:R:3 method="wB97M-V/def2-TZVPD" total_charge=-1 homo_lumo_gap_ev=6.2313
C -1.9460 -0.1635 -2.4366
N -1.3090 0.5600 -1.3525
C 0.0448 0.1484 -1.0877
C 0.5890 0.7581 0.2249
S -0.6373 0.8960 1.5650
H -1.6524 0.2645 -3.3914
H -3.0191 -0.0880 -2.2823
H -1.7032 -1.2353 -2.4230
H -1.8602 0.5642 -0.5039
H 0.2098 -0.9428 -1.0516
H 0.6215 0.5159 -1.9537
H 0.9846 1.7456 -0.0230
H 1.3681 0.1059 0.5720
H 2.6181 -1.7925 1.8357
H 3.2229 -2.3508 0.5842
O 3.1573 -2.5363 1.5329



Q: Which of them is the least stable? A: *w*.



*w*
16
Properties=species:S:1:pos:R:3 method="wB97M-V/def2-TZVPD" total_charge=-1 homo_lumo_gap_ev=6.0189
C 0.7408 1.2911 -0.2982
C 1.3513 0.5671 -1.4323
S 2.7594 1.3987 -2.1333
H 0.3251 2.2624 -0.6585
H 1.5354 1.4602 0.5292
H -0.0812 0.6789 0.0324
H 1.6642 -0.4754 -1.1812
H 0.6223 0.4296 -2.2103
H 1.9725 2.4875 -2.2459
N -1.7942 -1.6410 2.3320
C -1.6956 -1.3559 0.7932
O -0.4639 -1.0723 0.2350
H -1.2168 -2.5289 2.4913
H -1.1908 -0.9368 2.7337
H -2.2044 -2.1270 0.2530
H -2.3241 -0.4382 0.7598



*x*
16
Properties=species:S:1:pos:R:3 method="wB97M-V/def2-TZVPD" total_charge=-1 homo_lumo_gap_ev=6.7754
C -0.4975 -0.2815 1.1472
C -0.1809 0.9187 0.2211
S 1.6149 1.1413 -0.2465
C -0.3892 -1.7147 0.5825
N 0.9596 -2.2124 0.3556
H 0.1046 -0.1439 2.0538
H -1.4932 -0.1217 1.6135
H -0.6917 0.8378 -0.7400
H -0.4418 1.7905 0.8126
H -0.9214 -2.3996 1.2545
H -0.9264 -1.7914 -0.3605
H 1.4711 -2.3291 1.2127
H 1.4814 -1.5242 -0.1786
H 0.3264 2.3461 -1.9383
H -0.3177 2.4865 -3.2823
O -0.0984 2.9975 -2.5074



Q: Which of them is the least stable? A: *w*.